Formula: C37H47ClNO13P3S
Source: OMol25
Level of theory: the ωB97M-V functional and the def2-TZVPD basis

```
103
Properties=species:S:1:pos:R:3:lowdin_charge:R:1
C 5.50656 3.15722 2.36591 -0.0182
C 4.33390 2.72939 1.45294 -0.3793
C 4.72782 1.66752 0.39016 -0.0712
C 3.59691 0.66225 0.27963 -0.1200
C 3.51932 -0.35731 1.24573 -0.1428
C 4.53916 -0.52468 2.34408 -0.0734
C 5.63511 -1.52407 1.92473 -0.3197
C 5.24022 -3.09295 1.94763 0.0201
O 5.43783 -2.08250 0.74677 -0.0604
C 2.45666 -1.25570 1.22199 0.0639
C 1.49444 -1.12141 0.24912 -0.0740
C 1.56220 -0.14578 -0.73389 -0.0836
C 2.62934 0.77196 -0.74519 -0.1541
P 2.55425 2.02368 -2.10061 0.8954
O 3.00930 1.27773 -3.48296 -0.2671
O 3.63062 3.19290 -1.79248 -0.2654
C 0.43705 -0.13663 -1.71775 -0.3322
O 0.57988 0.00084 -2.89258 0.0966
C -0.90761 -0.36277 -1.08427 -0.0852
C -2.05219 0.31739 -1.45994 -0.4855
Cl -1.97592 1.46611 -2.74706 0.8308
C -3.25845 0.10076 -0.79333 -0.1720
C -4.41352 0.93247 -1.24688 -0.2821
C -5.15813 0.59774 -2.36478 -0.0306
C -6.21821 1.41576 -2.71506 -0.1285
N -6.57155 2.52617 -2.06927 0.0756
C -5.84026 2.82179 -0.99707 -0.1332
C -4.75879 2.08007 -0.54618 -0.0495
C -3.32846 -0.81662 0.27593 -0.1972
P -4.90713 -0.98316 1.16647 0.2339
O -5.12913 -2.49280 1.57980 -0.1840
O -6.14626 -0.67609 0.20850 -0.1827
S -4.93906 0.28813 2.63968 0.3316
C -2.16324 -1.53829 0.64294 -0.2247
P -1.94825 -2.77979 2.05315 0.9598
C -2.66577 -2.06562 3.58076 -0.3102
O -2.84208 -4.11701 1.62950 -0.3013
C -0.97678 -1.30751 -0.05748 -0.1054
C 0.31404 -2.02697 0.23163 -0.3455
O 0.40574 -3.20710 0.38588 0.1111
O 3.76232 3.85606 0.84483 -0.1070
C 2.69152 4.45219 1.55267 -0.1554
C 1.50834 4.61259 0.64418 -0.2058
C 0.34798 3.86293 0.80265 -0.0363
C -0.74526 4.04197 -0.04114 -0.0845
C -0.70956 4.98177 -1.06816 -0.0822
C 0.45458 5.72932 -1.23688 -0.0799
C 1.54206 5.54959 -0.39015 -0.0532
H 5.91089 4.11949 2.06820 0.0854
H 6.27039 2.38847 2.44827 0.0685
H 5.11041 3.28676 3.37477 0.0779
H 3.62629 2.22221 2.11348 0.1311
H 5.01375 2.11035 -0.55598 0.1090
H 5.61069 1.17115 0.77711 0.1032
H 5.08200 0.38836 2.55586 0.0928
H 4.10217 -0.90146 3.26323 0.1270
H 6.63637 -1.29686 2.25941 0.1348
H 4.67267 -3.78144 1.31448 0.1218
H 4.31988 -2.81380 2.52545 0.0440
H 2.40848 -2.02190 1.97803 0.1260
H 3.94701 1.02459 -3.50449 0.0650
H 3.30199 4.02918 -2.13356 0.0526
H -4.91971 -0.27371 -2.95323 0.1266
H -6.81103 1.14091 -3.57801 0.1093
H -6.10795 3.71847 -0.45197 0.1095
H -4.18737 2.37293 0.31964 0.1038
H -5.71336 -2.46278 2.35386 0.0871
H -6.29625 0.27881 0.30038 0.0491
H -2.41133 -1.01445 3.65443 0.0214
H -3.72934 -2.24510 3.72083 0.0061
H -2.14626 -2.54889 4.40360 0.0162
H -3.09199 -4.54378 2.45816 0.0533
H 2.41519 3.92648 2.46772 0.1277
H 3.00166 5.45715 1.85880 0.1307
H 0.26020 3.13017 1.59584 0.1121
H -1.64642 3.45412 0.06885 0.0868
H -1.57054 5.12008 -1.70183 0.1003
H 0.48259 6.46284 -2.03073 0.1015
H 2.42285 6.15800 -0.55919 0.1181
C 4.06436 -1.31482 -5.46480 -0.1642
O 3.27177 -1.64086 -4.33336 -0.1299
H 4.69020 -2.17422 -5.69300 0.0772
H 3.43666 -1.09251 -6.33185 0.0804
H 4.71047 -0.45334 -5.26164 0.0657
H 2.71763 -0.87648 -4.13579 0.0317
C -0.14120 -0.62761 6.24767 -0.1463
O -0.07997 -1.54524 5.15843 -0.1481
H -1.06734 -0.06559 6.15472 0.0778
H -0.14109 -1.15645 7.20392 0.0777
H 0.70098 0.06859 6.21921 0.0747
H 0.73788 -2.04320 5.23995 0.0759
C -1.69306 -3.79042 -2.60300 -0.1340
O -2.57550 -4.51355 -1.74544 -0.1192
H -1.47520 -4.38738 -3.48553 0.0865
H -2.15692 -2.84786 -2.91475 0.0814
H -0.76110 -3.59006 -2.06740 0.0704
H -2.71709 -3.93557 -0.98904 0.0453
C -5.62875 -5.90070 -3.60092 -0.1644
O -4.41389 -5.52557 -4.23311 -0.1283
H -6.27349 -6.34418 -4.35641 0.0735
H -5.44745 -6.63651 -2.81279 0.0763
H -6.13311 -5.02949 -3.17257 0.0731
H -3.85026 -5.13492 -3.55805 0.0316
```

The spin multiplicity is 1. The maximum force comes out at 3.363 eV/Å. As for the charge: 0. Its SMILES is C[C@H](Cc1c(C[C@H]2CO2)cc2c(c1P(O)O)C(=O)c1c(Cl)c(-c3ccncc3)c(P(O)(O)=S)c(P(C)O)c1C2=O)OCc1ccccc1.CO.CO.CO.CO. The HOMO energy comes out at -8.02 eV.

***

Formula: C37H47Ge2IrN6O2S
Source: OMol25
Level of theory: the ωB97M-V functional and the def2-TZVPD basis

```
96
Properties=species:S:1:pos:R:3:lowdin_charge:R:1
Ir -0.05366 0.61466 0.13865 1.0717
C -2.99376 2.37322 -0.08021 -0.1039
N -2.20632 1.63849 0.91820 -0.3213
C -3.04139 0.54535 1.43735 -0.0811
C -1.86315 2.58617 2.00848 -0.1446
C -0.90531 2.04054 3.03366 -0.1631
C -1.44160 1.47842 4.19644 -0.0260
C -0.63910 1.03281 5.22723 -0.0479
C 0.74188 1.13378 5.10788 -0.0515
C 1.28794 1.67216 3.95937 -0.0410
C 0.48263 2.13672 2.91884 -0.1637
H -3.91179 2.75811 0.37609 0.1090
H -3.26043 1.71511 -0.90412 0.0745
H -2.42139 3.21799 -0.46177 0.0759
H -4.00244 0.93080 1.79692 0.1122
H -2.53040 0.05165 2.25610 0.0467
H -3.23029 -0.17032 0.63655 0.0824
H -2.78901 2.88452 2.51465 0.1408
H -1.45850 3.48331 1.54300 0.1198
H -2.51867 1.42935 4.30353 0.1264
H -1.08427 0.62474 6.12469 0.1222
H 1.38704 0.80200 5.91074 0.1224
H 2.36626 1.75598 3.86943 0.1312
C 0.85253 -2.17782 4.14650 0.0061
C 0.63169 -1.48754 2.83661 -0.3049
N -0.51517 -1.34121 2.29613 0.0154
O -1.51705 -1.87952 3.08694 -0.0348
C 1.77686 -0.95760 2.07099 -0.2616
C 3.18656 -1.35280 2.36211 0.0187
N 1.53478 -0.12263 1.12518 -0.3055
O 2.42692 0.44429 0.38386 -0.1208
H 0.15616 -1.78714 4.88507 0.0864
H 1.86975 -2.04472 4.50232 0.0883
H 0.64577 -3.24650 4.05846 0.0939
H -2.28025 -1.92876 2.49717 0.0659
H 3.22835 -2.38404 2.70966 0.0963
H 3.62254 -0.71753 3.13810 0.1017
H 3.78698 -1.24914 1.46047 0.0884
C -1.65933 2.62115 -4.48686 0.0056
N -1.00140 3.37747 -3.41937 -0.1012
C -0.81484 4.74521 -3.40371 0.0084
C -0.18483 5.05110 -2.26280 0.0004
N 0.02553 3.84966 -1.56450 0.0395
C -0.51185 2.83794 -2.29459 -0.5865
S -0.70442 1.16020 -2.04029 0.7422
C 0.70833 3.79552 -0.31248 -0.2303
C 1.45844 4.96037 0.00729 0.0410
C 1.86928 5.17613 1.32438 -0.0272
C 1.69078 4.18367 2.22931 0.0452
C 1.24045 2.83269 1.79026 -0.2640
N 0.57237 2.77210 0.47373 0.0480
H -1.80980 3.29006 -5.32851 0.1061
H -2.61901 2.24208 -4.13949 0.1036
H -1.03117 1.78414 -4.78544 0.0887
H -1.15639 5.37871 -4.20262 0.1456
H 0.08787 6.01189 -1.87605 0.1277
H 1.67714 5.69205 -0.75089 0.1120
H 2.30543 6.12535 1.60314 0.1304
H 1.95024 4.30556 3.27170 0.1355
H 2.16361 2.24473 1.64700 0.1465
C -0.61785 -4.93540 -1.68016 -0.2137
Ge -0.72781 -3.72725 -0.15471 0.7361
C -2.58575 -3.42780 0.40604 -0.2355
C 0.28380 -4.50449 1.31594 -0.2079
Ge 0.19546 -1.65154 -1.20576 0.8420
C -0.75586 -1.63365 -2.91516 -0.4594
C -2.12793 -1.88974 -2.93838 -0.1511
C -2.82435 -1.95444 -4.13875 -0.0664
C -2.15182 -1.76252 -5.33621 -0.0628
C -0.78393 -1.51056 -5.33097 -0.0668
C -0.09396 -1.43950 -4.13095 -0.1174
C 2.09419 -1.80733 -1.59277 -0.3693
C 2.79636 -0.82331 -2.29208 -0.1434
C 4.13573 -0.99273 -2.59786 -0.0626
C 4.79852 -2.14902 -2.20208 -0.0611
C 4.11833 -3.13047 -1.50009 -0.0652
C 2.77322 -2.95625 -1.19388 -0.1190
H -1.06133 -5.88258 -1.36598 0.0387
H 0.41922 -5.11402 -1.96129 0.0292
H -1.15964 -4.55858 -2.54419 0.0193
H -2.70808 -3.72103 1.44926 0.0244
H -3.24890 -4.05361 -0.19164 0.0380
H -2.89745 -2.39128 0.27974 -0.0135
H -0.21402 -5.44222 1.57240 0.0449
H 0.28079 -3.87203 2.19622 -0.0224
H 1.30885 -4.73590 1.03480 0.0214
H -2.67113 -2.04829 -2.01362 0.0800
H -3.88564 -2.16552 -4.13889 0.1119
H -2.68784 -1.82481 -6.27398 0.1131
H -0.25316 -1.38726 -6.26622 0.1129
H 0.97470 -1.26701 -4.14703 0.0938
H 2.29982 0.09578 -2.58430 0.0898
H 4.66882 -0.22460 -3.14248 0.1110
H 5.84464 -2.28263 -2.44271 0.1130
H 4.63048 -4.03300 -1.19350 0.1121
H 2.25639 -3.73610 -0.64923 0.0641
```

The spin multiplicity is 5. The expectation value of S² is 6.05. The maximum force comes out at 0.953 eV/Å. As for the energy relative to the best compared isomer or geometry (same formula, charge and spin): 117.4 kJ/mol. As for the charge: +2. The HOMO energy (alpha / beta) comes out at -13.23 / -13.29 eV.

***

Formula: C37H47N8PSV
Source: OMol25
Level of theory: the ωB97M-V functional and the def2-TZVPD basis

```
95
Properties=species:S:1:pos:R:3:lowdin_charge:R:1
V -0.68340 0.30808 1.84021 0.8907
N -0.88673 2.38492 2.12235 0.0207
C 0.24673 3.30363 2.33151 -0.2438
C -0.13095 4.63935 2.45025 -0.0347
C 0.79352 5.63109 2.69779 -0.0515
C 2.12117 5.26032 2.84446 -0.0453
C 2.48918 3.93625 2.71609 -0.0121
C 1.58475 2.89645 2.43148 -0.1044
C 2.11340 1.49740 2.26403 -0.1608
C 3.49830 1.28059 2.32720 -0.0220
C 4.05871 0.01870 2.22228 -0.0511
C 3.25058 -1.09041 2.03325 -0.0791
C 1.88401 -0.89664 1.91929 -0.1230
C 1.30806 0.36955 2.03918 -0.1876
H -1.53657 2.52700 2.89595 0.1080
H -1.38569 2.71618 1.29802 0.0855
H -1.18103 4.89549 2.35087 0.1242
H 0.48503 6.66351 2.78551 0.1189
H 2.87737 6.00287 3.06057 0.1202
H 3.53375 3.71156 2.85189 0.1017
H 4.18644 2.10148 2.45149 0.1007
H 5.13341 -0.09004 2.28572 0.1173
H 3.67870 -2.08189 1.95473 0.1151
H 1.25255 -1.75796 1.71541 0.0924
N -1.50155 -3.14428 4.09163 0.2175
C -1.71056 -3.78208 2.87134 -0.1574
C -2.00060 -5.10334 2.55853 0.0113
C -2.14204 -5.39620 1.21709 -0.0479
C -2.00209 -4.40612 0.23278 -0.0554
C -1.71777 -3.09412 0.55306 -0.0138
C -1.56979 -2.78911 1.90161 -0.1905
N -1.27960 -1.58250 2.54738 0.0665
C -1.24888 -1.85493 3.84327 -0.2384
C -0.91831 -0.79733 4.78076 -0.2927
C -0.73547 -0.80748 6.12315 -0.2839
S -0.23883 0.73998 6.64281 1.1526
C -0.35630 1.31759 5.05120 -0.4089
N -0.70923 0.41965 4.17132 -0.0303
H -1.53570 -3.57550 5.00133 0.1839
H -2.10991 -5.86417 3.31937 0.1247
H -2.36817 -6.41037 0.91780 0.1190
H -2.12301 -4.68424 -0.80659 0.1095
H -1.61767 -2.33730 -0.21318 0.0696
H -0.84048 -1.62542 6.81785 0.0959
H -0.10710 2.34059 4.80119 0.0934
N -0.74663 0.30927 0.16778 -0.2072
P -0.42972 0.06109 -1.41795 0.6531
N 0.86098 -0.87225 -1.72026 -0.1695
C 2.21241 -0.26323 -1.56556 -0.1616
C 3.28121 -1.34494 -1.56287 -0.1767
C 3.15531 -2.24311 -2.79054 -0.1624
C 1.72900 -2.82531 -2.91725 -0.1491
C 0.82310 -2.34385 -1.79320 -0.1967
N -0.10046 1.53459 -2.03553 -0.1789
C 0.36209 1.66786 -3.43327 -0.1939
C 1.35986 2.81171 -3.52668 -0.1644
C 0.69636 4.15259 -3.16429 -0.1716
C -0.54610 3.93960 -2.29346 -0.1717
C -0.35912 2.79542 -1.30921 -0.1940
N -1.73567 -0.71794 -2.03091 -0.2087
C -1.70848 -1.18713 -3.43309 -0.1912
C -2.54476 -2.45737 -3.56414 -0.1535
C -3.81445 -2.37203 -2.69748 -0.1716
C -4.16933 -0.91501 -2.42393 -0.1709
C -3.07633 -0.25782 -1.58466 -0.1939
H 2.25532 0.32278 -0.64391 0.1068
H 2.39525 0.41126 -2.40513 0.0995
H 3.21382 -1.93469 -0.64673 0.0959
H 4.25491 -0.85408 -1.53951 0.1267
H 3.89123 -3.04443 -2.73558 0.1145
H 3.40060 -1.66248 -3.68223 0.1153
H 1.74607 -3.91581 -2.90405 0.1195
H 1.28420 -2.53450 -3.87167 0.1071
H 1.12905 -2.77103 -0.83290 0.1188
H -0.20171 -2.66205 -1.96303 0.0816
H -0.48648 1.84337 -4.10148 0.1255
H 0.81919 0.72524 -3.73727 0.1047
H 1.78426 2.84348 -4.52983 0.1218
H 2.18517 2.60084 -2.84212 0.1079
H 0.40997 4.69136 -4.06744 0.1158
H 1.41442 4.78561 -2.64129 0.1140
H -1.41619 3.72011 -2.91779 0.1186
H -0.78770 4.84647 -1.73798 0.1187
H -1.27107 2.67942 -0.72054 0.0871
H 0.46802 3.01152 -0.62195 0.1213
H -0.67655 -1.36394 -3.73301 0.0958
H -2.09626 -0.40021 -4.08652 0.1250
H -1.94767 -3.32689 -3.27873 0.1013
H -2.80118 -2.59081 -4.61615 0.1219
H -3.65680 -2.88031 -1.74215 0.0938
H -4.64319 -2.88234 -3.18572 0.1182
H -5.11195 -0.82920 -1.88361 0.1219
H -4.30414 -0.38029 -3.36677 0.1197
H -3.20120 -0.54461 -0.53987 0.0968
H -3.15687 0.83328 -1.64180 0.1144
```

The spin multiplicity is 2. The expectation value of S² is 0.78. The maximum force comes out at 0.404 eV/Å. As for the energy relative to the best compared isomer or geometry (same formula, charge and spin): 104.6 kJ/mol. As for the charge: +2. The HOMO energy (alpha / beta) comes out at -13.29 / -13.31 eV.